Entry from the OMol25 dataset: a structure of composition C21H17N4O2RhS6 (ωB97M-V/def2-TZVPD).

```
51
Properties=species:S:1:pos:R:3:forces:R:3
Rh 0.09920 -0.46517 0.81308 -0.2 0.0 -0.1
S 2.38840 -3.14974 -1.96383 -0.1 0.1 -0.2
C 1.53996 -2.21083 -0.94376 0.3 -0.3 0.5
S 0.04692 -2.57990 -0.12639 -0.1 0.1 -0.2
S 2.06722 -0.70367 -0.25552 -0.1 0.1 -0.2
O -2.69085 4.16125 -3.54747 0.0 0.0 0.0
C -2.59123 2.80613 -3.93410 0.0 0.0 0.0
C -1.90215 2.02623 -2.85082 0.0 0.0 0.0
C -1.65950 0.66954 -3.01375 0.0 0.0 0.0
C -1.04495 -0.03327 -1.99871 0.0 0.0 0.0
N -0.66524 0.55019 -0.85929 0.0 0.0 0.0
C -0.85575 1.87084 -0.70408 0.0 0.0 0.0
C -1.48585 2.63100 -1.67679 0.0 0.0 0.0
C -0.30502 2.45612 0.54278 0.0 0.0 0.0
C -0.38976 3.80727 0.84486 0.0 0.0 0.0
C 0.16785 4.28227 2.02117 0.0 0.0 0.0
C -0.00536 5.72073 2.44016 0.0 0.0 0.0
O -0.41219 6.57118 1.38866 0.0 0.0 0.0
C 0.86160 3.38736 2.82610 0.0 0.0 0.0
C 0.91368 2.05956 2.45698 0.0 0.0 0.0
N 0.30448 1.58974 1.36720 0.0 0.0 0.0
H -3.14319 4.65233 -4.23864 0.0 0.0 0.0
H -2.01695 2.69711 -4.86078 0.0 0.0 0.0
H -3.58084 2.36681 -4.10247 0.0 0.0 0.0
H -1.94535 0.15167 -3.92006 0.0 0.0 0.0
H -0.84429 -1.09418 -2.07332 0.0 0.0 0.0
H -1.65188 3.68772 -1.54123 0.0 0.0 0.0
H -0.90438 4.49706 0.19312 0.0 0.0 0.0
H 0.91015 6.07684 2.92091 0.0 0.0 0.0
H -0.79721 5.75549 3.19222 0.0 0.0 0.0
H 0.35610 6.80635 0.85910 0.0 0.0 0.0
H 1.34350 3.70462 3.74237 0.0 0.0 0.0
H 1.44757 1.33371 3.05306 0.0 0.0 0.0
S -0.07684 2.22382 7.05415 0.0 0.0 0.0
C -0.27123 1.17215 5.79546 0.1 0.1 -0.1
S 0.89636 -0.05525 5.38469 0.0 -0.1 0.0
C 0.00367 -0.44498 3.93798 0.0 -0.1 0.0
N -1.08612 0.23143 3.80719 0.0 0.0 0.0
N -1.24647 1.12163 4.84825 0.0 0.0 0.0
C -2.36300 2.00770 4.74790 0.0 0.0 0.0
C -3.10877 2.34704 5.86651 0.0 0.0 0.0
C -4.18028 3.21643 5.72584 0.0 0.0 0.0
C -4.50984 3.73803 4.48361 0.0 0.0 0.0
C -3.76998 3.37347 3.36725 0.0 0.0 0.0
C -2.69836 2.50517 3.49592 0.0 0.0 0.0
S 0.59901 -1.57777 2.75815 0.1 0.0 0.2
H -2.85176 1.94105 6.83218 0.0 0.0 0.0
H -4.76253 3.48281 6.59795 0.0 0.0 0.0
H -5.34603 4.41738 4.38364 0.0 0.0 0.0
H -4.02863 3.76231 2.39036 0.0 0.0 0.0
H -2.12975 2.19195 2.63309 0.0 0.0 0.0
```
Forces are in eV/Å.

Properties
maximum force = 0.645 eV/Å
total charge = 0
HOMO-LUMO gap = 6.67 eV
HOMO = -0.2903 Ha

Entry from the OMol25 dataset: a structure of composition C9H19AlO11S in a non-equilibrium geometry (ωB97M-V/def2-TZVPD).

```
41
Properties=species:S:1:pos:R:3:forces:R:3
Al -0.39772 1.06618 0.63860 -1.0 -0.8 1.5
S -3.23664 0.52376 2.42736 0.0 -0.2 -0.6
O -4.41448 0.65208 1.58215 0.0 0.2 0.1
O -3.57790 0.29121 3.82021 0.0 0.0 -0.1
O -2.33437 -0.50888 1.86977 0.9 -0.3 -0.4
O -2.39046 1.78226 2.38136 1.3 0.7 -0.6
C 4.31008 -0.33355 0.80242 0.6 0.2 0.5
C 3.58077 0.96631 1.06770 -0.7 0.3 2.0
C 4.47986 2.19892 0.84548 0.8 -0.1 -0.9
O 2.38303 1.13678 0.48928 -1.4 0.2 -1.7
H 4.68679 -0.34295 -0.22095 -0.2 -0.3 -0.1
H 3.75280 -1.22073 1.08796 -0.3 0.0 -0.3
H 5.18847 -0.34650 1.45667 0.1 0.0 -0.1
H 3.33865 1.02208 2.16532 0.3 -0.2 0.0
H 4.98210 2.01751 -0.11356 -0.1 0.2 -0.1
H 5.29635 2.28036 1.56299 -0.2 -0.1 0.3
H 3.95425 3.14569 0.77353 -0.3 -0.1 0.2
C -4.64428 0.53579 -1.62831 0.1 -0.7 1.1
O -4.10350 1.38626 -2.63192 -0.1 0.2 -0.7
C -2.83596 1.73027 -2.55182 -0.8 0.5 0.7
O -2.10456 1.45094 -1.62787 0.9 -0.3 0.3
O -2.55486 2.51766 -3.57789 -0.2 -0.3 -0.2
C -1.27075 3.08245 -3.68717 1.4 0.0 -0.7
H -4.19792 -0.45814 -1.69407 -0.1 0.0 -0.2
H -5.71919 0.47288 -1.75661 0.0 0.1 -0.4
H -4.47448 0.87433 -0.60507 0.2 0.3 -0.2
H -1.28727 4.13869 -3.43373 -0.1 0.0 0.2
H -0.93029 2.97875 -4.72042 -0.5 0.2 -0.1
H -0.46962 2.55929 -3.16172 -0.5 0.0 0.6
C 2.09670 -2.92250 -0.91024 0.7 0.8 -0.1
O 1.34111 -3.63240 0.05434 -0.1 -0.3 -0.3
C 0.51835 -2.91879 0.81633 -0.3 0.0 0.2
O 0.55852 -1.71550 0.96568 -0.1 0.3 -0.3
O -0.32098 -3.75819 1.37975 0.2 -0.6 0.2
C -1.33259 -3.23908 2.23861 -0.5 1.2 0.3
H 2.72027 -2.16931 -0.43152 -0.1 0.0 0.0
H 1.47335 -2.41710 -1.64867 -0.2 -0.1 0.1
H 2.76431 -3.61189 -1.41731 -0.2 -0.3 0.1
H -0.96042 -2.44288 2.88390 0.3 -0.1 -0.1
H -1.76012 -4.01320 2.86475 0.3 -0.4 -0.3
H -2.10741 -2.75887 1.64469 0.0 -0.2 0.0
```
Forces are in eV/Å.

Properties
maximum force = 2.206 eV/Å
total charge = 0
HOMO-LUMO gap = 3.14 eV
HOMO = -0.3117 Ha

Entry from the OMol25 dataset: the ion H4O2P3 with charge -1 in a non-equilibrium geometry (ωB97M-V/def2-TZVPD).

```
9
Properties=species:S:1:pos:R:3:forces:R:3
O -1.20962 1.58674 0.78079 -0.3 -0.2 -0.3
P -0.08275 0.80106 0.19683 3.3 2.8 -0.7
O 1.33903 1.50813 0.05359 -3.5 -2.3 0.2
P -0.74350 0.03290 -1.82675 -1.8 2.4 0.7
P 0.08671 -1.05185 1.39145 -2.2 -1.4 -1.2
H 0.19909 -0.77236 -2.32351 1.5 -1.5 -0.2
H -1.52571 -0.86498 -1.10374 -0.2 -0.7 -0.2
H 1.23230 -1.05082 0.68918 1.7 -0.9 -0.9
H 0.70445 -0.18882 2.14215 1.4 1.9 2.6
```
Forces are in eV/Å.

Properties
maximum force = 4.374 eV/Å
total charge = -1
HOMO-LUMO gap = 8.56 eV
SMILES = O=P([O-])(P)P
HOMO = -0.1568 Ha

Entry from the OMol25 dataset: the ion C4H10N3 with charge +1 in a non-equilibrium geometry (ωB97M-V/def2-TZVPD).

```
17
Properties=species:S:1:pos:R:3:forces:R:3
C 2.07090 1.43827 0.14866 -0.1 -0.1 0.3
C 1.34048 0.60445 -0.56136 0.2 0.5 -0.6
C -1.82141 0.25371 0.34863 -2.3 2.4 8.4
C 0.84021 -1.73912 -0.10262 0.0 -1.1 -0.2
N -0.84441 -0.14792 -0.37403 4.7 -2.7 -6.2
N -3.01491 0.44033 -0.19115 -1.7 0.1 -2.1
N 0.43335 -0.34079 0.10841 1.6 2.3 4.2
H 2.73192 2.15579 -0.30205 0.1 0.0 -0.3
H 2.05444 1.44616 1.23182 -0.1 0.0 0.1
H 1.31658 0.58492 -1.63862 -0.1 -0.2 -0.1
H -1.71887 0.44829 1.42159 -0.1 -0.1 -0.4
H 0.87662 -1.92339 -1.17648 0.0 0.1 0.1
H 1.81855 -1.92500 0.33357 0.0 0.2 0.1
H 0.10101 -2.40543 0.33789 0.0 0.1 0.1
H -3.79779 0.77773 0.33998 -0.1 0.1 0.1
H -3.13012 0.29426 -1.18180 -0.2 0.0 -0.1
H 0.74345 0.03774 1.25759 -2.0 -1.7 -3.4
```
Forces are in eV/Å.

Properties
spin multiplicity = 3
maximum force = 9.045 eV/Å
total charge = +1
HOMO-LUMO gap (spin up / spin down) = 5.80 / 8.38 eV
HOMO (spin up / spin down) = -0.3335 / -0.5584 Ha
<S²> = 2.01